57
Properties=species:S:1:pos:R:3 method="wB97M-V/def2-TZVPD" total_charge=+2 e_lumo_ev="-7.0 / -10.5" s_squared=8.77 multiplicity=6 orbital_gap_ha="0.21833 / 0.18434" e_above_lowest_ev=1.637
P 0.16868 -2.34983 -0.35789
P 0.94021 1.02650 -2.10428
C -0.31756 -1.46525 -2.14102
C 0.70436 -0.61285 -2.86758
H -1.22023 -0.88222 -1.93752
H -0.60914 -2.31691 -2.77166
H 1.67245 -1.12312 -2.96266
H 0.36617 -0.48971 -3.91561
C 0.02644 2.36764 -2.99973
H -0.41392 2.99371 -2.22460
H -0.76662 1.98820 -3.65522
H 0.66178 3.01938 -3.59893
C 2.63734 1.61211 -1.91654
H 3.12649 1.84609 -2.87462
H 3.23679 0.85183 -1.39411
H 2.63262 2.53062 -1.30967
C -1.54207 -3.09216 -0.39551
H -1.65499 -3.68503 0.51821
H -1.60762 -3.70648 -1.28870
H -2.27083 -2.26973 -0.38231
C 1.24428 -3.56992 -1.16348
H 2.16980 -3.04577 -1.45464
H 0.69714 -3.92512 -2.05749
H 1.42615 -4.36178 -0.42471
Ir 0.47241 -3.14640 1.55786
C -0.70486 3.66091 0.05896
C -1.80511 2.74743 0.10987
C -2.76447 2.30966 -1.10914
C -2.49932 0.86639 -0.74692
C -1.24529 1.28678 0.00743
C 0.22741 1.19123 -0.40954
C 0.87816 1.90389 0.82821
C 0.38097 3.32264 0.99964
C 2.41248 -2.89397 1.39964
H -0.72584 4.66071 -0.37968
H -2.45245 2.81799 1.01354
H -2.30149 2.52111 -2.07445
H -3.83237 2.59446 -1.06390
H -3.19455 0.54619 0.05938
H -2.44470 0.10846 -1.52490
H -1.26813 0.68944 0.94435
H 0.57815 0.12109 -0.28012
H 1.96409 1.74784 0.89852
H 0.47905 1.31505 1.69383
H -0.03023 3.37580 2.01676
H 1.23281 3.98063 0.96037
H 2.53057 -2.57391 2.45536
H 2.67108 -2.04601 0.73813
H 3.00229 -3.81794 1.15896
F -1.93228 -1.08918 5.47487
C -0.58467 -1.01812 5.43142
F -0.18478 0.15565 5.98241
F -0.05585 -2.04376 6.12872
S -0.07687 -1.09248 3.60053
O -0.29083 -2.59948 3.31698
O -1.06847 -0.23504 2.94420
O 1.32536 -0.70725 3.48901